(1)
C32H58CeN3O2P2 as an isolated structure at a distorted geometry, computed with ωB97M-V/def2-TZVPD.

Structure (XYZ):
```
98
C32H58CeN3O2P2 | OMol25 | ωB97M-V/def2-TZVPD
C -1.1958 -1.9368 -1.8381
C 0.9905 -1.0704 -1.5659
C -0.7761 -2.7200 -2.8992
C 1.4768 -1.9858 -2.5190
C 0.5787 -2.7938 -3.2042
H -1.5139 -3.3132 -3.4279
H 2.5522 -2.0671 -2.6518
H 0.9511 -3.4940 -3.9483
N -0.3081 -1.2106 -1.1270
P -2.9684 -0.9801 0.1344
P 2.7555 1.2310 -0.3289
C -2.6574 -1.9832 -1.3992
H -3.3135 -1.6692 -2.2284
H -2.9135 -3.0379 -1.2064
C 1.1327 2.9388 1.1434
O 1.1631 4.0588 0.8686
C 1.9260 -0.2963 -0.6976
H 2.5338 -1.0435 -0.1546
C 4.1198 1.4315 -1.6500
C 3.6199 0.8797 1.3730
C -4.2686 0.3091 -0.4028
C -3.6741 -2.3092 1.2786
C 3.9848 2.9030 -2.1042
H 4.3894 3.5810 -1.3349
H 4.5667 3.0611 -3.0266
H 2.9420 3.2004 -2.2811
C 5.5817 1.2188 -1.2397
H 5.8996 1.8418 -0.3970
H 5.8040 0.1646 -1.0386
H 6.2018 1.5073 -2.1039
C 3.8370 0.4030 -2.7434
H 4.3062 0.7158 -3.6855
H 4.2517 -0.5744 -2.4713
H 2.7723 0.2459 -2.9169
C 4.2905 2.1870 1.8321
H 3.5677 3.0099 1.9123
H 4.7364 2.0174 2.8259
H 5.0981 2.5027 1.1606
C 2.5239 0.4865 2.3812
H 1.7445 1.2762 2.4788
H 2.1073 -0.5248 2.1698
H 2.9633 0.3952 3.3840
C 4.6319 -0.2695 1.3180
H 5.5876 0.0304 0.8835
H 4.8416 -0.5801 2.3526
H 4.2608 -1.1527 0.7836
C -4.1723 -1.6246 2.5665
H -4.5115 -2.4017 3.2702
H -3.3675 -1.0543 3.0516
H -5.0201 -0.9479 2.3883
C -2.5086 -3.2545 1.6404
H -2.1117 -3.7794 0.7612
H -1.6859 -2.7124 2.1293
H -2.8724 -4.0190 2.3458
C -4.8091 -3.1528 0.6699
H -5.0995 -3.9157 1.4098
H -5.7033 -2.5630 0.4473
H -4.5050 -3.6819 -0.2409
C -3.9416 0.8020 -1.8232
H -4.1989 0.0671 -2.5988
H -4.5348 1.7092 -2.0248
H -2.8807 1.0663 -1.9167
C -4.1302 1.5012 0.5677
H -3.1447 1.9831 0.4770
H -4.8960 2.2474 0.3122
H -4.2786 1.2049 1.6151
C -5.7020 -0.2230 -0.3857
H -5.8342 -1.0772 -1.0597
H -6.0449 -0.4839 0.6208
H -6.3614 0.5790 -0.7484
Ce 0.1033 0.1548 0.8094
N -0.1145 1.7335 -0.7366
C 0.7800 1.5461 -1.5913
C 0.5129 2.1429 -3.0364
C 1.5022 1.8057 -4.1232
C -0.8169 1.5854 -3.5229
C 0.4272 3.6542 -2.8221
H 2.5098 2.1321 -3.8625
H 1.4642 0.7284 -4.3238
H 1.2195 2.3261 -5.0556
H -1.6463 1.9177 -2.8967
H -1.0146 1.9209 -4.5508
H -0.7933 0.4880 -3.5353
H 0.0131 4.1474 -3.7105
H -0.2118 3.8699 -1.9551
H 1.4150 4.0821 -2.6184
C 0.3704 -2.5470 4.7779
N -0.4556 -1.3633 5.0591
C -0.7752 -1.0607 6.4466
C -0.7313 -0.4537 4.1383
O -0.4473 -0.6141 2.9072
H 0.1089 -3.3028 5.5243
H 1.4456 -2.3264 4.8761
H 0.1694 -2.9345 3.7717
H 0.0164 -0.4585 6.9201
H -1.7108 -0.4868 6.4663
H -0.8901 -2.0028 6.9909
H -1.2364 0.4623 4.4904
```

The HOMO energy (alpha / beta) is -16.6 / -16.6 eV. For the orbital gap (alpha / beta), the calculation gives 6.2 / 6.2 eV. Its total energy is -2725.64942 Eh. As for the charge: +3. The value obtained for the LUMO energy (alpha / beta) is -10.43 / -10.42 eV. Its molar mass is 718.899 u.

(2)
C32H58CoN3O2P2 as an isolated structure at a distorted geometry, computed with ωB97M-V/def2-TZVPD.

Structure (XYZ):
```
98
C32H58CoN3O2P2 | OMol25 | ωB97M-V/def2-TZVPD
C 2.7772 -1.2959 0.2463
C 1.2305 -1.6053 -1.5770
C 3.7886 -1.8826 -0.4900
C 2.3304 -1.8893 -2.4043
C 3.5866 -2.1107 -1.8500
H 4.7376 -2.1088 0.0108
H 2.1784 -1.9354 -3.4914
H 4.3871 -2.5039 -2.4606
N 1.5543 -1.1244 -0.3089
P 1.6951 0.1785 2.3351
P -1.7213 -0.9245 -2.1308
C 3.0008 -0.9721 1.7228
H 2.9440 -1.8971 2.3127
H 3.9993 -0.5470 1.8898
C -0.8172 1.0520 1.2727
O -1.5476 1.9003 1.6240
C -0.1686 -1.9694 -1.9973
H -0.1021 -2.6277 -2.9371
C -2.9518 -2.1408 -3.0517
C -1.9044 0.9113 -2.7963
C 1.1484 -0.3097 4.0421
C 2.5871 1.8378 2.3091
C -3.9945 -2.4145 -1.9298
H -4.6336 -1.5504 -1.7086
H -4.6376 -3.2525 -2.2417
H -3.4926 -2.7138 -0.9967
C -3.6614 -1.5925 -4.3114
H -4.1964 -0.6427 -4.1661
H -2.9727 -1.4888 -5.1616
H -4.4335 -2.3243 -4.6235
C -2.2994 -3.4993 -3.4603
H -3.0838 -4.2934 -3.4566
H -1.8349 -3.4631 -4.4647
H -1.5195 -3.7798 -2.7308
C -3.3753 1.3695 -2.6397
H -3.6384 1.4123 -1.5714
H -3.4936 2.3828 -3.0659
H -4.1140 0.7218 -3.1247
C -1.0697 1.9102 -1.9944
H -1.3587 1.9242 -0.9390
H 0.0001 1.6977 -2.0480
H -1.2402 2.9280 -2.3819
C -1.3735 0.8578 -4.2392
H -2.1044 0.3563 -4.9205
H -1.1943 1.9131 -4.6209
H -0.3814 0.3018 -4.2791
C 1.6462 2.8933 2.8868
H 2.1679 3.8561 2.8321
H 0.7280 2.9801 2.2901
H 1.3922 2.7251 3.9406
C 2.8872 2.1785 0.8527
H 3.4843 1.3966 0.3631
H 1.9689 2.3769 0.2826
H 3.4643 3.1154 0.8658
C 3.9252 1.8637 3.0636
H 4.3123 2.8945 2.9476
H 3.8606 1.6767 4.1458
H 4.6798 1.1841 2.6354
C 0.5798 -1.7598 4.0312
H 1.3245 -2.5078 3.6699
H 0.2907 -1.9960 5.0781
H -0.3432 -1.8380 3.4044
C -0.0208 0.6358 4.4742
H -0.8925 0.5433 3.7906
H -0.3321 0.3328 5.4887
H 0.2702 1.7030 4.5104
C 2.3255 -0.1854 5.0361
H 3.2430 -0.6762 4.6700
H 2.5435 0.8601 5.2894
H 2.0448 -0.6719 5.9816
Co 0.1946 -0.2412 0.7846
N -0.9205 -1.6284 0.4073
C -0.9262 -2.6026 -0.4131
C -1.2189 -4.0464 0.2137
C -1.6387 -5.1288 -0.7855
C 0.1010 -4.4900 0.8331
C -2.3641 -3.8594 1.2182
H -2.6269 -4.8892 -1.2315
H -0.8864 -5.1895 -1.6062
H -1.6931 -6.1128 -0.2678
H 0.4806 -3.8215 1.6179
H 0.0305 -5.4728 1.3084
H 0.8563 -4.5559 0.0449
H -2.5607 -4.7324 1.8485
H -2.2038 -2.9966 1.8807
H -3.2952 -3.6662 0.6742
C 1.1289 6.2456 -1.6667
N 0.4077 6.1127 -0.4195
C -0.1657 7.3085 0.1597
C 0.1190 4.8923 0.0884
O 0.5337 3.8225 -0.3768
H 1.8451 7.0647 -1.5767
H 0.4535 6.4934 -2.4941
H 1.6480 5.3172 -1.8898
H -1.0491 7.6627 -0.4068
H -0.4763 7.0898 1.1914
H 0.5834 8.1132 0.1580
H -0.5363 4.9348 0.9813
```

The multiplicity is 4. The HOMO energy (alpha / beta) is -8.6 / -10.2 eV. For the orbital gap (alpha / beta), the calculation gives 6.0 / 6.1 eV. As for the energy above the lowest of the compared OMol25 structures with the same formula, charge and spin: 100.5 kcal/mol. Its total energy is -3633.98273 Eh. As for the charge: +1. The value obtained for the LUMO energy (alpha / beta) is -2.55 / -4.11 eV. Its molar mass is 637.716 u.

> Among the records above, which one has the highest charge?

C32H58CeN3O2P2

> charge of number 1 (C32H58CeN3O2P2)?

+3

> Which formula does entry 1 have?

C32H58CeN3O2P2